Record 1
Below is a structure of composition C39H44BBrF4N6PS3Tl, with properties calculated with the ωB97M-V functional and the def2-TZVPD basis.

Positions of all 100 atoms, in Å:
1 Tl 0.06 -0.20 -0.07
2 C 1.44 -0.84 -4.25
3 C 1.81 0.57 -4.68
4 C 0.66 1.28 -5.41
5 C 3.00 0.50 -5.62
6 N 2.20 1.38 -3.46
7 C 3.46 1.90 -3.25
8 C 3.45 2.51 -2.05
9 N 2.19 2.37 -1.52
10 B 1.94 2.95 -0.10
11 N 0.42 3.15 0.26
12 C -0.26 4.22 -0.28
13 C -1.43 4.35 0.37
14 N -1.48 3.34 1.32
15 C -0.35 2.61 1.22
16 S 0.03 1.16 2.11
17 C -2.55 3.23 2.39
18 C -1.92 3.63 3.72
19 C -3.14 1.81 2.47
20 C -3.67 4.20 2.05
21 N 2.67 2.08 0.97
22 C 3.09 2.67 2.13
23 C 3.66 1.71 2.90
24 N 3.59 0.53 2.20
25 C 2.97 0.76 1.02
26 S 2.58 -0.39 -0.22
27 C 4.18 -0.73 2.83
28 C 3.33 -1.05 4.05
29 C 5.62 -0.41 3.23
30 C 4.20 -1.94 1.90
31 C 1.44 1.68 -2.39
32 S -0.22 1.24 -2.16
33 H 1.26 -1.45 -5.14
34 H 0.53 -0.87 -3.64
35 H 2.26 -1.29 -3.68
36 H 0.42 0.72 -6.31
37 H 0.95 2.29 -5.69
38 H -0.24 1.33 -4.80
39 H 2.70 -0.06 -6.50
40 H 3.85 -0.02 -5.17
41 H 3.32 1.49 -5.96
42 H 4.26 1.82 -3.97
43 H 4.24 3.02 -1.53
44 H 2.44 4.04 -0.06
45 H 0.16 4.82 -1.07
46 H -2.22 5.06 0.23
47 H -1.10 2.96 3.99
48 H -2.67 3.57 4.51
49 H -1.54 4.65 3.68
50 H -2.54 1.15 3.09
51 H -3.23 1.37 1.48
52 H -4.13 1.88 2.91
53 H -3.33 5.24 2.06
54 H -4.44 4.11 2.81
55 H -4.13 3.97 1.08
56 H 2.96 3.72 2.32
57 H 4.10 1.79 3.87
58 H 3.37 -0.25 4.80
59 H 3.69 -1.96 4.51
60 H 2.28 -1.19 3.76
61 H 5.69 0.39 3.96
62 H 6.21 -0.12 2.35
63 H 6.07 -1.29 3.67
64 H 3.21 -2.33 1.69
65 H 4.78 -2.71 2.41
66 H 4.70 -1.72 0.95
67 F -7.86 -0.94 -0.31
68 C -6.55 -1.13 -0.29
69 C -6.03 -2.32 0.15
70 F -6.84 -3.29 0.55
71 C -4.66 -2.51 0.17
72 F -4.22 -3.69 0.57
73 C -3.78 -1.51 -0.24
74 P -1.99 -1.83 -0.14
75 C -1.55 -2.73 -1.65
76 C -2.40 -2.76 -2.75
77 C -1.97 -3.36 -3.93
78 C -0.71 -3.93 -4.00
79 C 0.14 -3.89 -2.90
80 C -0.27 -3.28 -1.73
81 C -1.63 -2.88 1.28
82 C -1.40 -2.24 2.49
83 C -1.08 -2.98 3.62
84 C -0.97 -4.36 3.52
85 C -1.20 -5.00 2.31
86 C -1.53 -4.27 1.19
87 C -4.33 -0.31 -0.70
88 Br -3.29 1.09 -1.39
89 C -5.70 -0.12 -0.72
90 F -6.23 1.01 -1.16
91 H -3.39 -2.32 -2.69
92 H -2.63 -3.39 -4.78
93 H -0.39 -4.41 -4.92
94 H 1.12 -4.34 -2.96
95 H 0.39 -3.27 -0.87
96 H -1.48 -1.16 2.57
97 H -0.91 -2.49 4.57
98 H -0.72 -4.95 4.40
99 H -1.12 -6.08 2.24
100 H -1.71 -4.77 0.24

Values from the calculation:
frontier orbital gap: 0.2526 Eh
total charge: +2

---

Record 2
Below is a cluster of 2 separate species, C3H11N4 in total at a distorted geometry, with properties calculated with the ωB97M-V functional and the def2-TZVPD basis.

Positions of all 18 atoms, in Å:
1 C 0.69 -0.26 -1.18
2 C 0.38 0.13 -2.66
3 C -0.56 -0.83 0.79
4 N 1.74 -0.23 -0.44
5 N -1.61 -1.12 1.48
6 N 0.20 1.37 2.08
7 N -0.56 -0.54 -0.50
8 H 0.32 1.26 -2.56
9 H 1.22 -0.14 -3.34
10 H -0.55 -0.36 -2.78
11 H 0.53 -1.05 1.11
12 H 2.62 -0.43 -0.87
13 H -0.40 2.00 2.61
14 H -2.48 -1.13 1.03
15 H -1.57 -1.47 2.38
16 H 1.13 1.24 2.53
17 H 0.36 1.98 1.24
18 H -1.46 -0.42 -0.91

Values from the calculation:
frontier orbital gap: 0.3886 Eh
total charge: +1
energy relative to the best compared isomer or geometry (same formula, charge and spin): 26.8 kcal per mole

---

Record 3
Below is the molecule C10H10N2 at a distorted geometry, with properties calculated with the ωB97M-V functional and the def2-TZVPD basis.

Positions of all 22 atoms, in Å:
1 C -1.49 -2.06 -0.07
2 N -0.91 -0.79 -0.45
3 C 0.34 -0.37 -0.04
4 C 1.35 -1.13 0.53
5 C 2.56 -0.51 0.80
6 C 2.77 0.82 0.51
7 C 1.75 1.58 -0.06
8 C 0.54 0.99 -0.32
9 C -0.69 1.60 -0.90
10 C -1.79 0.34 -0.65
11 C -2.54 0.67 0.54
12 N -3.07 0.91 1.52
13 H -1.69 -2.14 1.00
14 H -2.43 -2.20 -0.61
15 H -0.80 -2.86 -0.36
16 H 1.20 -2.17 0.76
17 H 3.35 -1.09 1.26
18 H 3.72 1.28 0.73
19 H 1.91 2.63 -0.29
20 H -1.04 2.50 -0.39
21 H -0.61 1.78 -1.98
22 H -2.44 0.21 -1.52

Values from the calculation:
frontier orbital gap: 0.3237 Eh
total charge: 0
energy relative to the best compared isomer or geometry (same formula, charge and spin): 27.6 kcal per mole
SMILES: CN1c2ccccc2C[C@@H]1C#N

---

Values for DFT total energy, Ha, ordered as above
-6547.49632, -339.67696, -496.55313